Entry 1:
Density functional theory data (ωB97M-V/def2-TZVPD) for a structure of composition C8H14O4Rb.

```
27
Properties=species:S:1:pos:R:3:lowdin_charge:R:1
Rb -6.65 19.21 -19.41 1.02
C -11.43 18.76 -18.96 -0.13
C -11.22 20.29 -19.01 -0.14
C -10.10 20.52 -18.00 -0.19
O -9.26 19.38 -18.17 -0.27
C -10.15 18.27 -18.26 -0.19
H -11.44 18.40 -19.99 0.09
H -12.36 18.43 -18.51 0.11
H -12.11 20.90 -18.87 0.12
H -10.80 20.56 -19.98 0.10
H -10.46 20.52 -16.96 0.13
H -9.59 21.46 -18.16 0.13
H -10.44 17.91 -17.26 0.13
H -9.64 17.45 -18.77 0.11
C -10.97 16.31 -22.47 -0.02
C -9.73 16.98 -23.00 -0.28
C -9.99 18.11 -24.00 -0.06
O -9.72 19.30 -23.27 0.11
C -9.12 19.01 -22.13 -0.60
O -8.67 19.85 -21.41 0.04
O -9.07 17.69 -21.91 0.07
H -11.52 15.86 -23.30 0.10
H -11.66 17.03 -22.02 0.09
H -10.74 15.51 -21.77 0.09
H -9.05 16.22 -23.39 0.16
H -11.01 18.09 -24.37 0.14
H -9.31 18.08 -24.85 0.14
```

## Properties
Kohn-Sham gap = 9.9 eV
LUMO level = -3.21 eV
highest occupied orbital energy = -13.1 eV
charge = +1



Entry 2:
Density functional theory data (ωB97M-V/def2-TZVPD) for an isolated molecule of C8H14P2.

```
24
Properties=species:S:1:pos:R:3:lowdin_charge:R:1
C 3.70 -2.19 0.50 -0.30
C 2.80 -1.07 0.14 -0.39
P 3.30 0.48 -0.21 0.74
C 2.29 1.82 -0.67 -0.64
P 0.62 1.85 0.03 0.90
C -0.46 0.74 -0.21 -0.34
C -1.79 0.34 -0.01 -0.61
C -2.04 -0.17 1.43 -0.06
C -2.16 -0.78 -1.16 -0.03
C -2.85 1.52 -0.33 -0.04
H 4.80 -2.11 0.68 0.06
H 3.48 -3.05 -0.20 0.08
H 3.41 -2.59 1.51 0.06
H 4.46 1.07 -0.85 -0.03
H 2.80 2.77 -0.63 -0.03
H -1.47 -1.03 1.75 0.08
H -1.78 0.55 2.14 0.06
H -3.04 -0.51 1.60 0.07
H -2.11 -1.86 -0.78 0.10
H -1.53 -0.54 -1.99 0.06
H -3.19 -0.64 -1.35 0.04
H -2.56 2.41 0.09 0.03
H -3.89 1.37 -0.07 0.08
H -2.80 1.61 -1.42 0.08
```

## Properties
Kohn-Sham gap (spin up / spin down) = 5.7 / 7.0 eV
LUMO level (spin up / spin down) = -1.55 / -0.68 eV
highest occupied orbital energy (spin up / spin down) = -7.2 / -7.7 eV
energy relative to the best compared isomer or geometry (same formula, charge and spin) = 135.01 kcal per mole



Entry 3:
Density functional theory data (ωB97M-V/def2-TZVPD) for a structure of composition C8H15BBr2GaHfO3.

```
31
Properties=species:S:1:pos:R:3:lowdin_charge:R:1
C -0.87 3.01 -2.41 -0.12
C -0.71 1.62 -1.58 -0.28
B 0.70 0.83 -1.83 -0.42
O 1.43 1.13 -3.06 0.04
Ga 1.53 -0.63 -0.53 0.50
C 1.90 0.12 1.38 -0.13
O 1.07 1.24 1.75 -0.12
C 1.19 1.32 3.21 -0.36
C -0.08 0.87 4.06 0.02
O 2.28 1.68 3.73 0.16
C 0.46 -2.39 -0.55 -0.61
Br 1.43 -4.02 -1.18 0.83
C -0.95 -2.52 -0.15 -0.59
C -1.77 -3.91 -0.20 -0.10
Br -1.97 -0.96 0.54 0.82
H -0.06 3.79 -2.18 0.17
H -0.94 2.76 -3.56 -0.02
H -1.92 3.44 -2.13 0.12
H -1.58 0.89 -1.93 -0.09
H -0.82 1.80 -0.45 0.14
H 1.37 0.31 -3.62 0.13
H 2.99 -0.96 -1.16 0.02
H 1.85 -0.71 2.19 0.14
H 3.01 0.47 1.38 0.16
H -0.23 -0.28 4.10 0.11
H -0.02 1.29 5.13 0.13
H -1.02 1.28 3.52 0.10
H -2.84 -3.61 -0.55 0.10
H -1.37 -4.60 -1.01 0.08
H -1.84 -4.41 0.83 0.14
Hf -2.22 1.15 -3.75 1.93
```

## Properties
Kohn-Sham gap = 3.9 eV
LUMO level = -14.15 eV
highest occupied orbital energy = -18.0 eV
charge = +3